# 1
{
  "formula": "C5H8CuMgO3",
  "method": "ωB97M-V/def2-TZVPD",
  "elements": ["C", "C", "H", "H", "H", "Cu", "O", "Mg", "O", "C", "O", "C", "C", "H", "H", "H", "H", "H"],
  "xyz": [[3.46, 0.38, 0.82], [4.23, 0.73, 1.73], [3.41, -0.30, -0.03], [1.91, 1.05, -0.66], [4.33, 1.02, 2.77], [-0.14, 0.97, 3.18], [-0.98, 0.21, -0.86], [-0.25, 1.29, -3.00], [0.87, 1.20, -1.08], [0.00, 0.77, -0.19], [0.32, 0.54, 0.98], [-2.18, -0.30, -0.22], [-2.45, -1.64, -0.85], [-1.96, -0.40, 0.85], [-2.99, 0.41, -0.43], [-1.76, -2.40, -0.46], [-3.48, -1.94, -0.60], [-2.35, -1.58, -1.94]],
  "homo_energy_ev": [-14.66, -16.96],
  "multiplicity": 2,
  "e_above_lowest_kcal_mol": 47.22,
  "charge": 2
}

---

# 2
{
  "formula": "C82H191N9O14S7",
  "method": "ωB97M-V/def2-TZVPD",
  "elements": ["C", "C", "N", "C", "C", "C", "C", "H", "H", "H", "H", "H", "H", "H", "H", "H", "H", "H", "H", "H", "H", "H", "C", "C", "N", "C", "C", "C", "C", "H", "H", "H", "H", "H", "H", "H", "H", "H", "H", "H", "H", "H", "H", "H", "C", "C", "N", "C", "C", "C", "C", "H", "H", "H", "H", "H", "H", "H", "H", "H", "H", "H", "H", "H", "H", "H", "C", "C", "N", "C", "C", "C", "C", "H", "H", "H", "H", "H", "H", "H", "H", "H", "H", "H", "H", "H", "H", "H", "C", "C", "N", "C", "C", "C", "C", "H", "H", "H", "H", "H", "H", "H", "H", "H", "H", "H", "H", "H", "H", "H", "C", "C", "N", "C", "C", "C", "C", "H", "H", "H", "H", "H", "H", "H", "H", "H", "H", "H", "H", "H", "H", "H", "C", "C", "N", "C", "C", "C", "C", "H", "H", "H", "H", "H", "H", "H", "H", "H", "H", "H", "H", "H", "H", "H", "C", "C", "N", "C", "C", "C", "C", "H", "H", "H", "H", "H", "H", "H", "H", "H", "H", "H", "H", "H", "H", "H", "C", "C", "N", "C", "C", "C", "C", "H", "H", "H", "H", "H", "H", "H", "H", "H", "H", "H", "H", "H", "H", "H", "C", "C", "C", "S", "O", "O", "C", "H", "H", "H", "H", "H", "H", "H", "H", "C", "C", "C", "S", "O", "O", "C", "H", "H", "H", "H", "H", "H", "H", "H", "C", "C", "C", "S", "O", "O", "C", "H", "H", "H", "H", "H", "H", "H", "H", "C", "C", "C", "S", "O", "O", "C", "H", "H", "H", "H", "H", "H", "H", "H", "C", "C", "C", "S", "O", "O", "C", "H", "H", "H", "H", "H", "H", "H", "H", "C", "C", "C", "S", "O", "O", "C", "H", "H", "H", "H", "H", "H", "H", "H", "C", "C", "C", "S", "O", "O", "C", "H", "H", "H", "H", "H", "H", "H", "H"],
  "xyz": [[16.80, 22.95, 23.52], [15.33, 22.65, 23.17], [15.13, 21.18, 22.96], [15.02, 20.44, 24.25], [15.14, 18.92, 24.02], [13.90, 20.97, 22.16], [14.14, 21.20, 20.71], [16.95, 22.43, 24.48], [16.98, 23.98, 23.65], [17.44, 22.59, 22.74], [14.62, 23.02, 24.01], [15.07, 23.16, 22.27], [15.89, 20.73, 24.87], [14.21, 20.76, 24.78], [16.14, 18.77, 23.66], [15.05, 18.32, 24.93], [14.41, 18.61, 23.22], [13.08, 21.62, 22.52], [13.60, 19.93, 22.33], [14.29, 22.22, 20.30], [13.22, 20.79, 20.19], [14.97, 20.59, 20.31], [21.74, 20.43, 19.64], [22.95, 19.60, 19.63], [23.72, 19.75, 20.85], [24.56, 18.62, 21.09], [23.79, 17.39, 21.44], [24.42, 21.02, 20.98], [24.72, 21.37, 22.46], [22.08, 21.51, 19.60], [21.16, 20.25, 20.51], [21.16, 20.33, 18.70], [22.73, 18.51, 19.49], [23.53, 19.95, 18.74], [25.31, 18.42, 20.33], [25.24, 18.80, 21.97], [23.19, 17.08, 20.59], [24.40, 16.55, 21.81], [23.09, 17.67, 22.22], [23.81, 21.85, 20.55], [25.41, 21.10, 20.45], [25.41, 20.70, 22.96], [23.81, 21.43, 22.99], [25.28, 22.32, 22.40], [15.21, 17.96, 19.91], [16.33, 18.56, 18.94], [17.70, 18.07, 19.21], [17.71, 16.64, 18.85], [17.14, 16.26, 17.45], [18.10, 18.26, 20.60], [19.51, 17.87, 20.99], [15.32, 16.87, 19.79], [14.26, 18.31, 19.54], [15.34, 18.34, 20.93], [16.09, 18.43, 17.86], [16.36, 19.63, 19.08], [18.71, 16.25, 18.89], [17.05, 16.07, 19.53], [17.52, 17.07, 16.85], [17.62, 15.28, 17.22], [16.06, 16.14, 17.38], [17.39, 17.86, 21.42], [18.00, 19.39, 20.65], [20.18, 18.07, 20.13], [19.52, 16.84, 21.26], [19.92, 18.42, 21.85], [15.55, 28.58, 15.35], [15.07, 28.56, 16.76], [15.14, 29.84, 17.48], [15.30, 29.60, 18.93], [16.50, 28.71, 19.25], [13.91, 30.59, 17.05], [13.87, 32.03, 17.47], [14.98, 29.25, 14.71], [15.24, 27.54, 14.93], [16.69, 28.68, 15.20], [14.03, 28.25, 16.79], [15.55, 27.70, 17.21], [14.44, 29.28, 19.46], [15.51, 30.61, 19.28], [17.31, 29.14, 18.63], [16.31, 27.65, 19.05], [16.90, 28.81, 20.26], [13.90, 30.54, 15.99], [12.97, 30.09, 17.42], [13.63, 32.30, 18.51], [14.82, 32.52, 17.27], [13.01, 32.38, 16.95], [22.48, 26.75, 12.35], [23.48, 27.77, 12.95], [24.79, 27.27, 12.66], [25.71, 28.18, 13.19], [25.93, 28.10, 14.70], [25.11, 26.96, 11.28], [26.43, 26.16, 11.22], [21.47, 27.08, 12.49], [22.63, 25.81, 12.90], [22.47, 26.60, 11.27], [23.42, 28.73, 12.48], [23.34, 27.90, 14.01], [26.66, 28.08, 12.74], [25.34, 29.21, 13.06], [25.05, 27.71, 15.18], [26.71, 27.39, 14.96], [26.06, 29.08, 15.15], [25.23, 27.83, 10.61], [24.28, 26.40, 10.80], [26.67, 26.03, 10.19], [26.25, 25.13, 11.59], [27.17, 26.71, 11.78], [18.31, 19.20, 9.42], [19.71, 18.73, 9.82], [19.68, 18.08, 11.10], [18.87, 16.88, 11.16], [19.44, 15.70, 10.41], [20.99, 17.90, 11.71], [21.74, 19.16, 11.98], [17.67, 18.55, 8.95], [18.39, 19.98, 8.70], [17.93, 19.57, 10.37], [20.20, 18.15, 9.02], [20.33, 19.68, 9.97], [18.83, 16.51, 12.21], [17.85, 17.12, 10.79], [18.74, 14.86, 10.39], [19.47, 16.02, 9.37], [20.37, 15.29, 10.77], [21.58, 17.16, 11.20], [20.78, 17.38, 12.63], [21.90, 19.77, 11.05], [22.70, 18.89, 12.41], [21.22, 19.78, 12.69], [12.55, 25.82, 16.94], [12.58, 24.36, 17.41], [13.42, 24.00, 18.54], [14.81, 24.32, 18.30], [15.46, 23.58, 17.17], [12.89, 24.49, 19.74], [11.51, 24.03, 20.07], [12.20, 26.66, 17.57], [11.98, 25.87, 16.05], [13.59, 26.01, 16.71], [11.60, 23.90, 17.65], [12.92, 23.83, 16.53], [14.90, 25.42, 18.29], [15.37, 24.00, 19.27], [15.25, 24.10, 16.18], [16.54, 23.61, 17.24], [15.17, 22.50, 17.18], [12.86, 25.59, 19.73], [13.57, 24.19, 20.53], [10.90, 24.53, 19.36], [11.23, 24.32, 21.17], [11.39, 22.97, 19.88], [20.60, 24.84, 16.59], [20.42, 23.98, 17.85], [19.14, 24.04, 18.51], [19.11, 23.06, 19.56], [17.71, 22.75, 20.01], [18.68, 25.29, 18.99], [19.48, 25.97, 20.21], [20.05, 24.38, 15.79], [21.62, 24.89, 16.33], [20.07, 25.80, 16.72], [20.50, 22.93, 17.53], [21.26, 24.09, 18.54], [19.73, 23.41, 20.41], [19.61, 22.15, 19.26], [17.08, 23.62, 20.40], [17.72, 21.96, 20.79], [17.08, 22.32, 19.22], [18.65, 26.04, 18.18], [17.66, 25.32, 19.30], [19.37, 25.34, 21.06], [20.57, 26.00, 19.95], [19.10, 27.00, 20.39], [18.77, 22.71, 11.25], [19.21, 24.02, 11.83], [18.05, 24.91, 12.08], [17.55, 25.61, 10.91], [18.45, 26.60, 10.25], [18.11, 25.69, 13.31], [17.74, 24.82, 14.51], [19.61, 22.18, 10.77], [18.12, 22.85, 10.43], [18.30, 21.98, 11.96], [19.81, 23.90, 12.74], [19.90, 24.61, 11.20], [17.09, 24.86, 10.27], [16.71, 26.19, 11.33], [19.39, 26.20, 9.79], [17.90, 27.01, 9.41], [18.69, 27.42, 10.90], [17.42, 26.53, 13.24], [19.07, 26.22, 13.50], [18.40, 23.91, 14.56], [16.72, 24.32, 14.35], [17.73, 25.40, 15.44], [14.15, 16.41, 11.09], [14.73, 15.22, 11.89], [15.44, 15.78, 13.15], [14.34, 17.08, 13.67], [15.00, 18.24, 14.19], [13.43, 16.47, 14.61], [13.50, 17.33, 12.12], [13.49, 16.15, 10.27], [15.01, 16.88, 10.64], [15.47, 14.61, 11.45], [13.96, 14.57, 12.28], [16.45, 16.17, 12.99], [15.60, 15.08, 14.02], [13.54, 18.43, 11.83], [12.50, 17.19, 12.40], [12.58, 23.62, 11.80], [13.71, 24.00, 10.90], [15.00, 23.60, 11.54], [14.61, 22.28, 12.73], [14.78, 22.83, 14.08], [15.36, 21.11, 12.34], [12.88, 22.24, 12.38], [11.59, 23.49, 11.20], [12.50, 24.28, 12.66], [13.76, 25.06, 10.54], [13.64, 23.42, 9.98], [15.52, 24.32, 12.17], [15.70, 23.19, 10.83], [12.31, 22.00, 13.27], [12.68, 21.43, 11.65], [24.14, 23.45, 15.00], [24.23, 22.99, 16.53], [24.39, 21.50, 16.62], [24.84, 20.91, 15.00], [24.45, 19.53, 14.92], [26.21, 21.30, 14.66], [23.81, 22.10, 14.25], [25.07, 23.93, 14.63], [23.33, 24.23, 14.78], [23.29, 23.29, 17.02], [25.07, 23.49, 17.05], [23.42, 21.03, 16.90], [25.11, 21.10, 17.26], [22.77, 21.74, 14.33], [24.08, 22.12, 13.19], [22.11, 17.76, 15.91], [23.29, 16.76, 16.03], [22.88, 15.42, 16.47], [21.46, 15.76, 17.57], [22.00, 16.09, 18.84], [20.49, 14.69, 17.44], [20.93, 17.29, 16.77], [21.71, 17.86, 14.87], [22.47, 18.73, 16.29], [23.96, 17.26, 16.79], [23.84, 16.86, 15.10], [23.60, 14.90, 17.04], [22.69, 14.79, 15.65], [20.72, 17.99, 17.60], [19.96, 17.04, 16.33], [19.07, 14.42, 14.44], [18.54, 12.92, 14.72], [19.72, 12.03, 14.99], [20.94, 12.56, 13.80], [20.52, 12.04, 12.52], [22.28, 12.37, 14.26], [20.45, 14.30, 13.84], [19.20, 14.90, 15.43], [18.35, 15.07, 13.93], [18.18, 12.54, 13.78], [17.71, 12.90, 15.48], [19.64, 10.94, 14.81], [20.08, 12.18, 16.04], [20.50, 14.59, 12.81], [21.25, 14.95, 14.28], [17.22, 21.01, 15.68], [17.62, 19.98, 14.53], [19.04, 19.48, 14.83], [19.79, 20.96, 15.59], [20.01, 21.92, 14.59], [20.95, 20.64, 16.42], [18.41, 21.38, 16.54], [16.43, 20.66, 16.39], [16.74, 21.91, 15.21], [17.55, 20.50, 13.61], [16.93, 19.18, 14.47], [19.60, 19.17, 13.95], [19.02, 18.72, 15.58], [18.41, 22.47, 16.77], [18.53, 20.80, 17.48], [11.71, 18.82, 17.52], [13.08, 19.36, 17.19], [13.04, 20.11, 15.82], [11.55, 19.49, 15.03], [11.85, 18.94, 13.74], [10.57, 20.57, 15.04], [10.98, 18.27, 16.32], [11.12, 19.60, 18.01], [11.81, 17.99, 18.21], [13.75, 18.50, 16.97], [13.40, 20.02, 17.97], [13.91, 20.10, 15.19], [12.77, 21.15, 16.09], [11.38, 17.32, 15.94], [9.92, 18.26, 16.44]],
  "homo_energy_ev": -8.17
}

---

Taking the records one at a time from the top gives max |F| values of 4.5 3.7 eV/A.
Taking the records one at a time from the top gives DFT total energy values of -2260.83070 -7572.03207 hartree.
Taking the records one at a time from the top gives molecular weight values of 203.967 1751.948 g/mol.